[1]
C18H17ClF3N3O3 | ωB97M-V/def2-TZVPD

Output
- HOMO energy (eV) = -7.75
- orbital gap (eV) = 7.2
- total charge = 0

Structure (XYZ):
```
45
Properties=species:S:1:pos:R:3:lowdin_charge:R:1
Cl -1.37 -2.36 -2.29 0.520
F -2.89 -0.33 3.84 0.286
F -3.21 -2.40 3.06 0.116
F -1.21 -1.85 3.45 -0.050
O 2.92 1.74 -1.95 0.077
O -0.10 2.68 1.46 -0.127
O -1.38 0.76 -2.03 0.058
N 0.32 3.23 -0.71 -0.145
N -2.06 1.10 0.14 0.050
N 1.79 1.01 0.16 0.141
C -2.54 -1.20 3.03 -0.474
C 1.60 -0.30 -0.03 -0.280
C 1.50 -3.28 -0.10 -0.318
C 1.23 -1.14 1.08 0.045
C 2.19 -2.26 -1.09 -0.030
C -1.97 -1.66 0.43 0.010
C -0.65 2.83 0.14 -0.219
C -1.51 -1.16 -0.71 -0.383
C 2.39 1.84 -0.87 -0.223
C 1.47 -4.68 -0.21 -0.039
C -2.11 -0.79 1.62 -0.117
C 2.24 -0.95 -1.10 -0.086
C -2.31 0.40 1.27 -0.084
C 1.49 3.42 -0.41 -0.185
C -2.09 2.56 0.00 0.001
C -1.66 0.16 -1.03 -0.411
C -0.21 3.61 -2.07 0.019
C 1.15 -2.68 0.99 -0.060
H 0.69 -4.87 -1.15 0.162
H -2.67 2.92 0.57 0.025
H 2.38 -2.95 -2.24 0.187
H 1.21 -5.00 0.65 0.018
H 0.99 -0.60 2.15 0.160
H 1.56 1.35 0.92 0.000
H -2.35 2.71 -1.26 0.213
H 2.35 4.11 -0.82 0.165
H -0.56 2.66 -2.52 0.061
H -1.91 -2.83 0.74 0.189
H 0.88 3.62 -2.69 0.173
H 1.04 -2.97 1.89 0.038
H -0.98 4.27 -2.29 0.063
H 2.32 -4.97 -0.60 0.032
H 1.86 3.53 0.64 0.126
H 2.63 -0.48 -2.08 0.142
H -2.44 1.18 2.02 0.156
```



[2]
C18H17F3N4O3 | ωB97M-V/def2-TZVPD

Output
- HOMO energy (eV) = -8.19
- orbital gap (eV) = 7.8
- energy above the lowest of the compared OMol25 structures with the same formula, charge and spin (kJ/mol) = 403.7
- total charge = 0

Structure (XYZ):
```
45
Properties=species:S:1:pos:R:3:lowdin_charge:R:1
F -2.84 3.47 1.29 0.144
F -1.20 2.34 0.47 0.128
F -1.93 1.89 2.44 0.148
O -2.10 -4.23 0.28 0.097
O 2.77 -0.68 2.12 0.078
O 2.38 -2.79 2.21 0.091
N 2.22 -1.69 1.72 -0.361
N 4.74 1.93 -0.31 -0.072
N -3.38 -2.41 0.03 0.141
N 2.50 0.17 -0.55 -0.087
C 0.25 -0.41 -1.19 0.011
C 0.15 -2.37 0.76 0.073
C -2.15 -3.03 0.11 -0.425
C 1.27 -1.56 0.65 -0.073
C -5.25 0.68 -0.62 -0.062
C 3.39 2.42 -0.40 -0.199
C -0.87 -1.18 -1.05 -0.022
C 3.84 -0.36 -0.49 -0.132
C -4.90 -0.65 -0.58 -0.011
C 2.45 1.47 -1.18 -0.143
C -0.95 -2.17 -0.06 -0.158
C 1.38 -0.57 -0.35 -0.139
C -3.72 -1.06 0.05 -0.236
C -4.43 1.64 -0.05 -0.016
C 4.76 0.61 0.28 -0.200
C -3.28 1.23 0.60 -0.109
C -2.93 -0.10 0.68 0.039
C -2.33 2.23 1.20 -0.583
H -4.69 2.69 -0.10 0.117
H -5.53 -1.39 -1.04 0.115
H -1.70 -1.05 -1.74 0.130
H 1.43 1.87 -1.13 0.114
H 3.39 3.40 -0.87 0.116
H -2.05 -0.39 1.24 0.132
H 4.22 -0.46 -1.52 0.130
H 0.29 0.31 -1.99 0.113
H 0.12 -3.13 1.53 0.138
H 5.78 0.23 0.28 0.120
H 5.16 1.90 -1.24 0.107
H -6.17 0.98 -1.11 0.108
H 3.86 -1.35 -0.04 0.119
H 2.77 1.42 -2.23 0.129
H 3.01 2.52 0.62 0.126
H 4.41 0.69 1.31 0.105
H -4.15 -3.06 -0.03 0.159
```



[3]
C18H17F6NO12S | ωB97M-V/def2-TZVPD

Output
- HOMO energy (eV) = -9.63
- orbital gap (eV) = 8.2
- total charge = 0

Structure (XYZ):
```
55
Properties=species:S:1:pos:R:3:lowdin_charge:R:1
S -2.49 -1.32 3.30 0.574
F -0.12 -0.22 0.85 0.118
F 0.59 -0.87 -1.97 0.218
F -2.95 -2.66 2.67 -0.100
F 0.37 -2.87 -1.23 0.158
F 1.69 -1.54 -0.23 0.196
F -0.89 -2.29 0.78 0.136
O -1.73 9.14 0.06 0.112
O 5.77 -7.27 -3.62 0.112
O -1.13 -1.42 3.60 -0.219
O -3.29 -1.04 4.42 -0.222
O -1.15 2.66 2.15 -0.009
O 1.63 -5.62 -2.15 0.113
O -2.39 2.12 1.79 -0.113
O 1.94 6.36 -0.82 0.110
O -3.07 6.95 0.78 0.112
O 2.79 -4.03 -0.34 0.104
O 0.57 4.15 -0.18 0.107
O 6.91 -5.74 -1.76 0.107
N -2.65 -0.16 2.11 -0.185
C -2.78 1.16 2.72 -0.221
C -1.86 -0.72 -0.68 -0.055
C -0.03 5.34 -0.09 -0.234
C -1.11 7.97 -0.01 -0.239
C 3.66 -6.51 -2.97 0.074
C 3.56 -4.80 -1.09 -0.229
C -3.21 -1.22 -0.12 -0.145
C 5.69 -5.67 -1.83 -0.318
C 4.99 -6.52 -2.85 -0.240
C 0.16 7.84 -0.42 0.075
C -1.92 6.77 0.40 -0.311
C -3.71 -0.47 1.12 -0.169
C -1.30 5.46 0.32 0.077
C 0.56 -1.59 -0.90 -0.603
C 2.85 -5.66 -2.10 -0.311
C 0.79 6.53 -0.47 -0.315
C -0.62 -1.20 0.07 -0.461
C 4.89 -4.81 -0.97 0.077
H 3.14 -7.11 -3.70 0.135
H -1.79 -1.16 -1.67 0.127
H -4.50 -1.04 1.61 0.122
H -1.89 4.61 0.61 0.120
H -1.85 0.35 -0.84 0.139
H -3.93 -1.01 -0.91 0.119
H -2.63 8.95 0.38 0.121
H -3.23 -2.30 0.00 0.113
H -3.78 1.37 3.09 0.148
H -0.51 1.92 2.15 0.104
H 1.87 -4.21 -0.62 0.094
H 6.68 -7.09 -3.33 0.121
H 1.47 4.33 -0.50 0.120
H 5.41 -4.20 -0.25 0.136
H -2.10 1.19 3.57 0.137
H 0.75 8.69 -0.72 0.135
H -4.13 0.48 0.78 0.129
```



[4]
C18H17FN2O3 | ωB97M-V/def2-TZVPD

Output
- HOMO energy (eV) = -8.59
- orbital gap (eV) = 9.3
- energy above the lowest of the compared OMol25 structures with the same formula, charge and spin (kJ/mol) = 41.1
- total charge = 0

Structure (XYZ):
```
41
Properties=species:S:1:pos:R:3:lowdin_charge:R:1
F -4.30 0.76 -4.70 0.055
O -0.29 1.85 0.62 0.108
O 0.82 -1.69 3.25 0.123
O 5.62 -0.10 -0.45 -0.080
N -2.82 0.39 1.42 0.000
N 0.55 0.07 1.81 0.101
C 5.82 -0.04 -1.84 -0.087
C 3.21 0.04 -0.76 -0.007
C -0.41 0.99 1.46 -0.376
C 1.96 0.08 -0.17 0.005
C 2.98 -0.07 2.01 0.005
C -3.90 0.41 -3.46 -0.278
C 1.84 0.03 1.21 -0.185
C -3.09 -0.31 -0.93 -0.214
C -2.64 -0.70 0.46 -0.163
C -4.52 -0.65 -2.83 -0.006
C -4.11 -1.01 -1.56 -0.031
C 4.22 -0.11 1.41 0.011
C 0.14 -0.81 2.80 -0.402
C -1.28 -0.47 3.17 -0.015
C -2.48 0.75 -1.58 -0.026
C -1.68 0.70 2.26 -0.239
C -2.89 1.12 -2.85 0.002
C 4.35 -0.05 0.02 -0.274
H 5.36 -0.89 -2.35 0.096
H -5.32 -1.18 -3.34 0.117
H -1.94 1.59 2.84 0.160
H 1.08 0.15 -0.78 0.116
H -1.69 1.31 -1.10 0.097
H 2.89 -0.11 3.08 0.119
H 5.44 0.90 -2.27 0.096
H -1.32 -0.21 4.23 0.133
H -1.93 -1.33 3.02 0.131
H -3.11 1.23 0.93 0.115
H 3.27 0.08 -1.84 0.105
H 6.90 -0.08 -1.99 0.093
H -3.23 -1.56 0.80 0.116
H -4.59 -1.83 -1.06 0.113
H -2.42 1.95 -3.37 0.119
H 5.12 -0.19 2.01 0.120
H -1.59 -1.01 0.41 0.128
```



[5]
C18H17MgN3O4S | ωB97M-V/def2-TZVPD

Output
- HOMO energy (eV) = -8.13
- orbital gap (eV) = 8.0
- total charge = 0

Structure (XYZ):
```
44
Properties=species:S:1:pos:R:3:lowdin_charge:R:1
S -0.27 -1.40 1.08 0.643
Mg -0.33 -0.97 -1.44 0.572
O -1.32 -1.72 2.00 -0.262
O -0.03 -2.39 0.02 -0.332
O 0.53 -1.25 -4.95 0.056
O 0.86 -0.82 -2.79 -0.082
N -1.53 0.73 -1.95 0.075
N -0.46 -0.05 0.28 -0.158
N -1.38 -2.47 -2.54 -0.004
C 3.66 -1.21 2.04 -0.026
C 2.48 -1.60 1.43 -0.040
C -3.02 3.07 -2.16 0.004
C -0.21 -2.86 -3.32 -0.150
C -1.88 1.20 -3.12 -0.083
C 1.28 -1.14 1.93 -0.266
C 1.24 -0.31 3.04 -0.052
C -1.40 0.90 0.40 -0.261
C 0.46 -1.53 -3.77 -0.676
C -3.13 3.14 0.33 -0.045
C -2.70 2.57 -0.88 -0.149
C -2.60 2.39 -3.27 -0.034
C 3.64 -0.35 3.14 -0.267
C -1.89 1.41 -0.84 -0.143
C -1.90 1.46 1.57 -0.004
C 2.42 0.08 3.64 -0.026
C -2.76 2.56 1.52 -0.071
C 4.92 0.07 3.79 -0.047
H -0.45 -3.48 -4.19 0.125
H 4.74 0.78 4.60 0.075
H 0.28 0.01 3.41 0.105
H 2.49 -2.25 0.57 0.116
H -1.57 0.62 -3.99 0.121
H -1.67 -3.26 -1.96 0.104
H 5.44 -0.80 4.20 0.085
H -3.12 2.98 2.45 0.107
H -2.15 -2.25 -3.18 0.116
H 2.39 0.74 4.49 0.114
H 5.59 0.55 3.07 0.084
H -3.58 3.99 -2.24 0.120
H -1.60 1.05 2.52 0.099
H -3.76 4.01 0.31 0.108
H 4.60 -1.57 1.66 0.118
H -2.83 2.74 -4.26 0.106
H 0.50 -3.36 -2.67 0.125
```



[6]
C18H17N3O3 | ωB97M-V/def2-TZVPD

Output
- HOMO energy (eV) = -8.64
- orbital gap (eV) = 9.4
- energy above the lowest of the compared OMol25 structures with the same formula, charge and spin (kJ/mol) = 369.9
- total charge = 0

Structure (XYZ):
```
41
Properties=species:S:1:pos:R:3:lowdin_charge:R:1
O -0.34 1.04 -0.09 0.020
O -0.01 -1.90 -0.27 0.103
O 1.05 -2.86 3.79 0.063
N -0.76 0.62 -2.20 0.219
N 0.57 1.76 -0.82 0.146
N -1.86 -1.15 0.76 -0.039
C -0.24 -2.41 2.03 -0.108
C -0.67 -1.82 0.75 -0.400
C 0.64 1.67 -4.49 -0.026
C 0.30 1.49 -2.07 -0.293
C -1.72 0.22 2.78 -0.149
C 2.07 2.92 -3.00 -0.027
C 2.01 -1.16 2.32 0.024
C -2.20 -0.50 -0.49 -0.044
C 2.74 3.44 -4.09 -0.081
C 1.32 2.19 -5.58 -0.080
C -0.88 -3.40 2.83 -0.015
C -2.53 -0.76 1.98 -0.147
C -1.09 0.37 -0.97 -0.330
C 0.95 -2.13 2.66 -0.259
C 2.37 3.08 -5.38 -0.088
C -1.47 0.10 4.07 0.023
C 1.01 2.03 -3.20 -0.166
C -0.05 -3.64 3.87 -0.106
H 1.98 -0.95 1.25 0.084
H -3.49 -0.32 1.71 0.127
H -1.84 -0.73 4.64 0.064
H 1.04 1.91 -6.58 0.102
H -0.18 0.98 -4.62 0.107
H -0.89 0.83 4.61 0.058
H -1.81 -3.89 2.62 0.114
H 2.34 3.19 -1.99 0.110
H 1.87 -0.23 2.87 0.089
H -2.38 -1.24 -1.27 0.145
H -0.11 -4.30 4.71 0.120
H -2.73 -1.65 2.59 0.112
H 2.90 3.48 -6.23 0.101
H -1.33 1.06 2.21 0.099
H 3.56 4.13 -3.94 0.102
H 2.99 -1.57 2.58 0.089
H -3.10 0.10 -0.36 0.138
```



[7]
C18H17N3O4PmSi | ωB97M-V/def2-TZVPD

Output
- HOMO energy (alpha / beta) (eV) = -12.35 / -12.36
- orbital gap (alpha / beta) (eV) = 7.4 / 7.5
- spin multiplicity = 5
- total charge = +1

Structure (XYZ):
```
44
Properties=species:S:1:pos:R:3:lowdin_charge:R:1
Pm -0.85 -0.93 -0.55 1.764
Si -0.24 3.10 -1.38 0.404
O 0.81 -2.33 -0.92 -0.244
O 0.44 -0.40 1.18 -0.209
O 6.28 -2.00 2.17 0.050
O 5.82 -1.21 4.20 0.082
N -2.62 -2.29 0.40 -0.112
N -4.07 -3.72 -4.01 0.219
N 5.45 -1.57 3.05 -0.295
C 3.21 -0.81 3.42 0.055
C -3.54 -1.32 0.76 -0.109
C 4.12 -1.53 2.68 -0.175
C 3.72 -2.01 1.40 0.121
C 1.61 3.02 -1.36 -0.191
C 2.42 -1.75 0.84 -0.076
C -2.79 -3.08 -0.74 -0.075
C 2.05 -2.28 -0.44 -0.051
C -0.99 3.31 0.30 -0.189
C -0.89 1.44 -2.01 -0.319
C -1.58 0.41 -2.31 -0.277
C -0.68 4.59 -2.41 -0.179
C -4.74 -1.72 -1.23 0.002
C -4.67 -1.15 -0.03 -0.039
C 1.95 -0.55 2.94 0.022
C -3.96 -3.29 -2.92 -0.148
C -3.82 -2.72 -1.63 -0.186
C 1.53 -0.87 1.66 -0.333
H 2.80 -2.62 -1.16 0.151
H -5.54 -1.48 -1.97 0.163
H 1.28 0.00 3.57 0.125
H 2.06 2.03 -1.70 0.047
H -0.81 4.36 0.61 0.055
H 2.13 3.76 -1.95 0.024
H 2.04 3.22 -0.34 0.052
H -2.13 -3.90 -0.92 0.131
H -1.72 4.90 -2.36 0.038
H -0.39 4.47 -3.46 0.043
H 4.45 -2.57 0.85 0.127
H -0.12 5.43 -1.99 0.043
H -0.61 2.68 1.07 -0.001
H 3.65 -0.35 4.28 0.133
H -2.11 3.15 0.30 0.058
H -3.40 -0.91 1.77 0.138
H -5.54 -0.52 0.35 0.161
```



[8]
C18H17N3O6 | ωB97M-V/def2-TZVPD

Output
- HOMO energy (eV) = -9.66
- orbital gap (eV) = 9.0
- energy above the lowest of the compared OMol25 structures with the same formula, charge and spin (kJ/mol) = 466.2
- total charge = 0

Structure (XYZ):
```
44
Properties=species:S:1:pos:R:3:lowdin_charge:R:1
O -1.21 -0.99 0.88 -0.020
O -6.14 -1.94 -0.28 0.077
O 3.47 -1.26 0.29 0.082
O -7.24 -0.57 -1.53 0.085
O -0.54 1.03 -2.81 -0.104
O -0.29 0.50 2.29 0.124
N -6.22 -1.13 -1.18 -0.363
N -0.12 0.19 -1.80 0.070
N 2.08 0.38 0.98 0.111
C -3.81 0.61 -3.40 -0.011
C 0.92 -0.14 0.31 -0.184
C -2.64 -0.11 -3.14 -0.185
C 0.50 0.72 -0.84 -0.050
C 4.31 0.32 1.87 -0.137
C 6.65 0.74 2.26 -0.073
C -0.26 -0.17 1.29 -0.454
C -2.40 -1.08 1.66 -0.023
C -3.84 -1.51 -1.61 0.007
C -2.67 -1.17 -2.25 -0.021
C 6.34 1.36 3.46 -0.083
C 4.00 0.92 3.09 -0.032
C -5.00 -0.79 -1.87 -0.153
C 5.64 0.22 1.47 -0.016
C -4.99 0.27 -2.77 0.014
C -1.33 0.31 -3.76 -0.145
C 5.02 1.44 3.88 -0.078
C 3.27 -0.28 0.99 -0.434
H -1.47 1.01 -4.58 0.128
H -5.90 0.82 -2.95 0.120
H -2.73 -2.11 1.62 0.097
H -3.88 -2.34 -0.91 0.117
H 1.15 -1.16 -0.04 0.163
H 7.68 0.67 1.94 0.105
H -3.79 1.44 -4.09 0.117
H 5.86 -0.28 0.54 0.119
H 4.77 1.90 4.82 0.104
H -1.76 -1.72 -2.05 0.113
H 1.91 1.13 1.64 0.130
H -2.20 -0.78 2.69 0.093
H 7.12 1.77 4.08 0.103
H -3.16 -0.42 1.23 0.099
H 0.71 1.79 -0.77 0.146
H -0.77 -0.57 -4.10 0.129
H 2.98 0.97 3.44 0.112
```



[9]
C18H17N5O5S2 | ωB97M-V/def2-TZVPD

Output
- HOMO energy (eV) = -8.02
- orbital gap (eV) = 6.4
- total charge = 0

Structure (XYZ):
```
47
Properties=species:S:1:pos:R:3:lowdin_charge:R:1
S -0.76 -4.67 -0.62 1.059
S 2.07 -1.83 -3.25 0.800
O -0.55 2.04 4.85 -0.084
O -1.49 3.69 2.71 -0.093
O 1.13 -0.03 4.29 -0.071
O 2.71 -1.56 -4.54 -0.304
O 3.01 -2.60 -2.43 -0.294
N -1.73 -4.97 -1.96 -0.196
N 1.37 0.96 -2.80 0.095
N 0.26 -3.66 -1.46 -0.204
N 1.57 -0.34 -2.37 -0.185
N 0.71 2.98 -1.96 0.133
C -2.15 4.43 1.65 -0.042
C 2.05 -1.08 3.99 -0.083
C -1.74 -4.26 -4.28 0.028
C -1.07 -3.48 -5.24 -0.036
C -0.35 2.26 1.10 0.026
C -0.19 1.77 3.50 -0.111
C 0.45 1.17 0.80 -0.167
C 0.95 0.41 1.88 0.020
C -1.23 -4.29 -2.97 -0.392
C -1.95 2.26 5.20 -0.061
C -0.09 -3.56 -2.68 -0.431
C 0.06 -2.73 -4.91 -0.023
C 0.82 0.81 -0.60 -0.097
C 0.96 1.64 -1.77 -0.360
C 0.69 0.74 3.21 -0.178
C 0.57 -2.79 -3.61 -0.187
C -0.68 2.61 2.46 -0.156
C 1.22 -0.42 -1.02 -0.054
H 2.36 -1.57 4.91 0.091
H 1.60 -1.86 3.34 0.095
H 0.98 3.32 -2.88 0.114
H -2.62 1.76 4.51 0.089
H -0.71 2.90 0.28 0.094
H -1.49 -3.45 -6.25 0.112
H 1.32 -1.34 -0.41 0.128
H -2.80 3.82 1.08 0.080
H -2.75 5.25 2.05 0.095
H 1.64 -0.38 1.59 0.102
H -2.24 3.31 5.18 0.080
H 0.55 -2.12 -5.65 0.113
H 0.74 3.57 -1.18 0.061
H -2.11 1.87 6.20 0.087
H -2.62 -4.86 -4.45 0.118
H 2.92 -0.62 3.49 0.102
H -1.38 4.84 0.99 0.087
```



[10]
C18H17NO | ωB97M-V/def2-TZVPD

Output
- HOMO energy (eV) = -7.81
- orbital gap (eV) = 7.8
- energy above the lowest of the compared OMol25 structures with the same formula, charge and spin (kJ/mol) = 169.2
- total charge = 0

Structure (XYZ):
```
37
Properties=species:S:1:pos:R:3:lowdin_charge:R:1
O -1.39 3.60 1.39 0.098
N -0.70 0.59 -0.48 -0.112
C 2.65 0.21 1.47 -0.183
C -1.69 -0.24 0.29 -0.119
C 3.58 -1.36 3.54 -0.113
C -2.75 2.10 0.11 -0.225
C 0.98 1.93 0.52 0.064
C -2.88 0.68 0.63 -0.141
C -1.36 1.07 -1.72 -0.132
C 2.10 0.36 2.71 0.000
C -1.42 2.68 0.58 -0.297
C 2.62 -0.42 3.83 -0.047
C 4.14 -1.51 2.28 -0.036
C 2.01 0.86 0.40 -0.125
C 4.17 -0.87 -0.02 -0.028
C -0.34 1.73 0.28 -0.190
C 3.60 -0.21 -1.13 -0.077
C -2.59 1.95 -1.42 -0.124
C 2.50 0.65 -0.94 -0.015
C 3.63 -0.71 1.27 -0.222
H -1.14 -0.61 1.20 0.135
H 4.99 -2.16 1.93 0.133
H 5.10 -1.46 -0.22 0.122
H -0.62 1.47 -2.46 0.130
H 2.07 1.23 -1.81 0.125
H -2.05 -1.07 -0.34 0.115
H -3.80 0.19 0.24 0.120
H 1.27 0.97 2.97 0.104
H 4.07 -0.39 -2.11 0.105
H -3.60 2.66 0.39 0.134
H 2.10 -0.26 4.81 0.114
H -3.09 0.79 1.72 0.124
H 1.25 2.76 1.09 0.110
H -2.50 2.97 -1.86 0.129
H 3.90 -2.14 4.29 0.119
H -3.44 1.49 -1.78 0.080
H -1.77 0.08 -2.06 0.123
```



[11]
C18H17NO5S | ωB97M-V/def2-TZVPD

Output
- HOMO energy (eV) = -8.57
- orbital gap (eV) = 8.4
- energy above the lowest of the compared OMol25 structures with the same formula, charge and spin (kJ/mol) = 103.3
- total charge = 0

Structure (XYZ):
```
42
Properties=species:S:1:pos:R:3:lowdin_charge:R:1
S 3.55 1.73 -0.55 0.676
O -3.80 0.64 1.87 -0.190
O 3.55 2.02 -1.94 -0.270
O -1.09 0.48 -2.39 0.138
O 4.69 2.09 0.24 -0.282
O -2.55 -0.59 -3.66 0.116
N 2.27 2.54 0.21 -0.042
C 2.65 -1.77 1.23 -0.024
C -4.12 1.14 0.59 -0.170
C 0.96 2.17 0.06 -0.287
C 2.35 -2.60 0.16 -0.263
C -1.71 1.36 -0.23 -0.102
C -1.29 2.02 0.93 0.004
C 0.02 2.41 1.08 -0.009
C -3.74 -0.76 1.92 -0.093
C 3.12 0.02 -0.28 -0.294
C -3.06 0.90 -0.45 -0.136
C -2.35 0.01 -2.63 -0.441
C 0.55 1.55 -1.11 0.062
C 1.94 -4.03 0.39 -0.045
C 2.84 -0.80 -1.36 -0.052
C -0.77 1.13 -1.25 -0.162
C 2.46 -2.11 -1.14 -0.018
C -3.35 0.25 -1.60 0.074
C 3.03 -0.45 1.01 -0.048
H 1.24 1.39 -1.92 0.111
H 1.15 -4.31 -0.30 0.083
H -4.69 -1.21 1.61 0.093
H 0.34 2.91 1.98 0.113
H -3.53 -1.02 2.96 0.092
H 2.23 -2.75 -1.97 0.120
H 2.93 -0.40 -2.36 0.118
H 2.53 2.96 1.09 0.122
H -2.94 -1.16 1.28 0.092
H 2.79 -4.69 0.21 0.089
H -4.26 2.22 0.73 0.141
H -5.07 0.71 0.24 0.129
H -2.00 2.20 1.72 0.116
H -4.33 -0.12 -1.82 0.128
H 1.60 -4.18 1.41 0.077
H 2.58 -2.14 2.24 0.115
H 3.28 0.20 1.83 0.119
```



Which formula does entry 8 have? C18H17N3O6